{"formula": "C38H28F6NO5P2S3Sn", "method": "ωB97M-V/def2-TZVPD", "species": ["H", "O", "C", "C", "F", "C", "C", "H", "Sn", "H", "C", "C", "C", "H", "H", "F", "H", "C", "C", "C", "P", "C", "C", "H", "H", "O", "F", "H", "H", "F", "C", "C", "C", "C", "C", "H", "C", "N", "H", "C", "H", "C", "C", "O", "O", "S", "C", "C", "P", "C", "S", "H", "C", "H", "C", "H", "F", "H", "H", "C", "H", "H", "C", "C", "H", "O", "C", "H", "C", "C", "C", "H", "S", "C", "H", "H", "H", "C", "C", "F", "C", "C", "H", "H"], "coordinates": [[-4.920, 3.701, -2.844], [-0.521, 4.697, -0.497], [1.485, 1.073, -4.862], [-1.791, -1.101, -2.894], [2.719, 3.008, 0.103], [1.521, 2.457, -4.986], [-0.193, 2.680, -3.315], [0.869, -6.600, 2.210], [0.080, 0.207, 0.278], [-2.390, -0.326, 3.628], [1.648, -1.576, 5.792], [-0.351, 2.485, 4.149], [-4.601, -2.572, 1.382], [0.580, -0.595, -3.890], [0.266, -4.407, 3.159], [-1.484, 3.109, 4.342], [0.886, -6.961, -0.222], [-2.540, -0.992, -4.060], [0.223, -4.564, 2.089], [-0.182, -3.545, 1.233], [-0.646, -1.917, 1.888], [-0.248, 1.284, -3.199], [0.292, -1.877, 5.814], [-2.805, 2.589, -3.403], [-4.835, -0.249, 3.845], [0.140, 2.329, -0.411], [2.318, 4.775, 1.286], [0.708, 4.332, -4.321], [-2.787, -3.333, 0.563], [-0.364, 1.300, 4.734], [-0.426, -1.932, 4.631], [-2.650, -3.399, -4.218], [-5.178, -1.709, 2.308], [0.210, -4.985, -0.695], [0.602, 0.484, -3.975], [-6.255, -1.679, 2.416], [0.681, 3.256, -4.216], [-0.210, 3.589, 1.732], [2.204, 2.917, -5.688], [2.027, 4.136, 0.180], [2.139, 0.455, -5.462], [-4.710, 1.611, -0.181], [-4.381, -0.903, 3.112], [0.800, -1.570, -1.212], [-1.284, 1.286, 1.867], [-0.523, -2.271, -0.956], [-1.455, -2.373, -2.436], [-3.327, 2.319, -2.495], [-1.328, 0.452, -2.051], [0.228, -1.678, 3.417], [0.195, 3.697, 0.193], [-6.141, 3.090, -0.787], [2.301, -1.337, 4.586], [-3.559, -2.052, -5.615], [-2.967, -2.142, -4.715], [0.269, -5.128, -1.765], [0.674, 3.192, 4.537], [2.115, -1.211, 2.464], [-0.830, 3.316, -2.715], [0.574, -6.005, 0.175], [-5.225, -3.214, 0.776], [-1.479, -2.183, 4.655], [-3.516, 0.981, -0.483], [-4.523, 2.942, -2.184], [-0.206, -2.074, 6.754], [1.069, 1.395, 2.050], [-2.415, -1.813, 2.063], [-2.997, -4.286, -4.730], [0.573, -5.797, 1.549], [-5.210, 2.594, -1.028], [-3.225, -2.629, 1.260], [2.204, -1.532, 6.719], [-0.181, 2.165, 2.317], [-2.816, 1.339, -1.637], [-3.145, 0.207, 0.184], [3.358, -1.112, 4.575], [-1.636, -4.509, -2.686], [1.594, -1.388, 3.399], [-1.879, -3.529, -3.070], [2.245, 4.879, -0.877], [-3.004, -0.946, 2.991], [-0.191, -3.779, -0.145], [-5.250, 1.340, 0.716], [-2.805, -0.020, -4.459]], "atomic_forces_ev_per_a": [[0.00, 0.00, 0.00], [-0.05, 0.02, -0.03], [-0.02, 0.03, -0.01], [-0.10, 0.02, 0.01], [0.04, -0.05, 0.02], [-0.02, -0.01, 0.02], [-0.08, 0.03, 0.07], [0.00, 0.00, 0.01], [-0.81, -0.25, -0.24], [-0.01, 0.06, -0.03], [-0.01, 0.00, 0.02], [0.02, -0.09, 0.06], [-0.01, 0.02, 0.03], [0.00, 0.00, 0.00], [-0.01, 0.01, 0.00], [-0.05, 0.05, -0.02], [-0.01, 0.00, -0.01], [0.01, -0.02, 0.00], [-0.01, 0.04, -0.02], [0.11, -0.01, 0.10], [0.19, 0.18, 0.09], [0.04, -0.06, -0.03], [0.04, 0.01, 0.00], [-0.03, -0.01, 0.01], [0.00, 0.00, 0.00], [0.28, -0.06, 0.04], [0.00, 0.06, 0.02], [0.00, 0.00, 0.00], [-0.01, -0.01, 0.01], [0.01, -0.09, 0.00], [-0.01, 0.01, 0.00], [-0.02, 0.01, -0.03], [0.01, -0.01, 0.01], [-0.04, 0.03, -0.01], [0.02, -0.01, 0.02], [0.00, 0.00, -0.01], [0.03, -0.01, -0.03], [0.17, -0.05, -0.07], [0.00, 0.00, 0.00], [-0.04, -0.01, 0.00], [0.00, 0.00, 0.00], [-0.01, 0.00, 0.01], [-0.03, -0.01, -0.01], [0.28, 0.29, 0.06], [-0.08, 0.04, 0.03], [-0.25, -0.24, 0.05], [0.14, -0.02, -0.07], [0.02, 0.01, -0.04], [0.05, 0.11, 0.04], [-0.18, -0.09, 0.16], [-0.03, 0.14, 0.07], [0.00, 0.00, 0.00], [0.00, 0.01, -0.01], [0.00, 0.00, 0.00], [0.01, -0.01, 0.02], [0.01, 0.00, 0.01], [0.04, 0.03, -0.01], [-0.01, 0.01, -0.01], [0.03, -0.02, 0.02], [0.01, -0.02, 0.04], [0.00, 0.00, 0.00], [0.06, -0.03, 0.02], [0.00, -0.03, 0.04], [-0.03, -0.01, 0.04], [0.00, -0.01, 0.00], [-0.16, 0.00, -0.03], [-0.06, -0.09, -0.04], [0.01, 0.00, 0.00], [0.00, -0.02, -0.03], [0.02, 0.00, -0.02], [0.02, 0.02, -0.03], [0.00, 0.00, 0.00], [0.23, 0.01, 0.00], [0.01, 0.05, -0.09], [0.04, 0.01, 0.01], [0.00, 0.00, 0.00], [0.00, 0.01, 0.00], [0.03, 0.01, -0.09], [0.01, -0.02, 0.03], [-0.01, -0.01, -0.03], [0.07, 0.08, -0.04], [0.09, -0.02, -0.10], [0.00, 0.00, -0.01], [0.00, 0.01, 0.02]], "mulliken_charge": [0.497, -0.590, -0.879, -0.845, -0.176, -0.685, -0.676, 0.490, 1.087, 0.461, -0.623, 0.517, -0.903, 0.410, 0.549, -0.155, 0.484, -0.772, -1.121, 0.445, 1.173, 1.295, -0.871, 0.529, 0.515, -0.634, -0.186, 0.534, 0.460, -0.086, -0.630, -0.986, -0.760, -0.195, -0.952, 0.472, -1.112, -0.625, 0.463, 0.648, 0.484, -0.722, -1.070, -0.701, -0.411, 1.793, 1.694, -0.536, 1.906, 0.635, 1.252, 0.451, -0.828, 0.494, -0.909, 0.644, -0.155, 0.471, 0.563, -1.078, 0.541, 0.635, 0.293, -0.931, 0.512, -0.682, 0.962, 0.478, -0.760, -0.798, -0.545, 0.471, 1.041, 0.975, -0.157, 0.491, 0.505, -0.537, -1.068, -0.174, 0.144, 0.014, 0.506, 0.540], "total_charge": 3, "lumo_ev": -11.10, "e_tot_ev": -124779.3102, "max_force_ev_per_a": 0.9}